1.
An isolated molecule of C21H17F8IN2O5 at a distorted geometry, computed with the ωB97M-V functional and the def2-TZVPD basis.

* gap between HOMO and LUMO: 7.31 eV
* F_max: 11.576 eV Å⁻¹
* DFT total energy: -2392.06508 a.u.
* spin multiplicity: 1

Geometry as XYZ:
```
54
C21H17F8IN2O5 the ωB97M-V functional and the def2-TZVPD basis
O -1.565 2.384 -3.983
C -1.017 1.199 -3.631
N -0.538 -0.100 -3.482
C 0.004 -0.182 -2.045
C -0.705 -1.139 -0.871
C -2.066 -1.948 -1.368
C -3.203 -0.811 -1.693
C -4.576 -0.928 -0.801
C -4.482 -0.213 0.678
F -3.048 -0.117 1.037
F -5.277 -1.070 1.631
C -5.107 1.308 0.740
F -4.933 2.097 -0.503
F -6.533 1.356 1.186
F -4.329 2.033 1.806
C -0.082 -1.261 0.677
C -0.775 -2.246 1.835
C 0.244 -3.372 2.438
C -0.247 -4.926 2.301
F 0.042 -5.572 3.637
F 0.646 -5.605 1.329
F -1.694 -5.121 2.066
C 1.241 -0.361 1.040
C 2.007 -0.287 2.488
C 1.768 1.098 3.332
O 2.295 1.142 4.587
I 0.717 2.887 2.631
C 1.894 0.579 -0.177
C 1.340 0.708 -1.714
C 2.279 1.692 -2.629
O 2.276 1.961 -3.937
N 3.241 2.235 -1.552
C 4.642 2.563 -2.021
C 5.227 3.954 -1.361
O 4.575 5.089 -2.038
C 3.210 1.563 -0.163
O 4.078 1.796 0.840
H -1.820 -2.475 -2.410
H -2.405 -2.798 -0.638
H -3.498 -0.838 -2.845
H -2.721 0.269 -1.534
H -4.831 -2.065 -0.662
H -5.507 -0.445 -1.367
H -1.805 -2.644 1.452
H -1.028 -1.505 2.736
H 1.306 -3.173 1.941
H 0.405 -3.154 3.598
H 3.175 -0.328 2.246
H 1.793 -1.184 3.210
H 5.324 1.635 -1.759
H 4.702 2.692 -3.195
H 6.408 4.057 -1.489
H 5.019 4.071 -0.211
H 3.934 5.500 -1.384
```

2.
A structure of composition H22Ne2O11, computed with the ωB97M-V functional and the def2-TZVPD basis.

* relative energy (zero: lowest compared OMol25 entry of this formula, charge and spin): 3.33 kJ/mol
* gap between HOMO and LUMO: 10.23 eV
* F_max: 0.905 eV Å⁻¹
* DFT total energy: -1098.72264 a.u.
* spin multiplicity: 1

Geometry as XYZ:
```
35
H22Ne2O11 the ωB97M-V functional and the def2-TZVPD basis
Ne -0.221 0.335 3.839
Ne 0.160 0.610 -0.037
O -1.859 3.532 -1.841
H -1.413 3.758 -1.025
H -2.789 3.538 -1.617
O -0.486 -1.808 -1.378
H -1.353 -1.413 -1.472
H -0.428 -2.434 -2.100
O 3.427 0.987 0.087
H 3.632 1.913 0.211
H 3.115 0.693 0.943
O 2.708 -0.507 2.369
H 1.806 -0.464 2.049
H 2.745 0.144 3.069
O -2.529 0.344 -1.967
H -3.478 0.413 -1.862
H -2.191 1.178 -1.641
O -1.669 2.709 2.130
H -2.239 3.219 2.706
H -2.183 1.932 1.910
O 3.430 0.259 -2.823
H 3.217 -0.665 -2.693
H 3.600 0.593 -1.942
O 0.659 0.527 -2.945
H 1.605 0.458 -3.070
H 0.400 -0.323 -2.591
O -0.112 -2.627 2.986
H 0.352 -2.694 2.151
H -0.485 -3.497 3.124
O 0.769 -3.576 0.340
H 0.226 -4.364 0.370
H 0.192 -2.900 -0.015
O -2.982 0.410 0.979
H -2.976 -0.321 1.596
H -2.651 0.038 0.162
```

3.
A cluster of 7 separate species, C15H45N3O9 in total at a distorted geometry, computed with the ωB97M-V functional and the def2-TZVPD basis.

* relative energy (zero: lowest compared OMol25 entry of this formula, charge and spin): 826.88 kJ/mol
* gap between HOMO and LUMO: 8.84 eV
* F_max: 10.165 eV Å⁻¹
* DFT total energy: -1439.53035 a.u.
* spin multiplicity: 1

Geometry as XYZ:
```
72
C15H45N3O9 the ωB97M-V functional and the def2-TZVPD basis
O -0.436 -0.405 -0.588
H -0.310 0.603 -0.491
H -0.237 -0.740 -1.564
H -1.471 -0.598 -0.629
C -1.709 2.534 -0.811
O -2.537 1.697 -0.433
O -2.062 3.605 -1.475
O -0.498 2.193 -0.769
H -3.086 3.747 -1.466
C 0.844 0.320 4.349
C 1.286 1.269 3.335
C 2.846 1.283 3.076
O 3.493 1.557 4.236
C 4.942 1.669 4.090
N 0.604 1.136 2.106
H -0.313 0.271 4.304
H 1.093 0.560 5.276
H 1.428 -0.544 4.313
H 0.913 2.196 3.769
H 3.108 2.150 2.443
H 3.123 0.340 2.436
H 5.385 0.725 4.213
H 5.280 2.198 4.983
H 5.335 2.227 3.064
H 1.067 1.872 1.563
H -0.451 1.400 2.445
C -2.222 -3.178 0.203
C -3.346 -2.133 0.226
C -3.361 -1.427 1.624
O -3.861 -2.360 2.516
C -4.503 -1.862 3.724
N -3.052 -1.175 -0.868
H -1.933 -3.559 -0.963
H -2.458 -4.089 0.692
H -1.173 -2.705 0.474
H -4.204 -2.659 0.017
H -4.026 -0.446 1.277
H -2.598 -0.830 2.156
H -5.252 -1.233 3.669
H -3.650 -1.455 4.321
H -4.883 -2.767 4.254
H -3.367 -0.343 -0.785
H -3.316 -1.489 -1.886
C -0.517 0.134 -4.660
C 0.060 -1.151 -4.123
C 1.582 -1.037 -3.883
O 1.609 -0.326 -2.598
C 2.809 0.306 -2.297
N -0.718 -1.753 -3.120
H -0.301 0.745 -3.787
H -1.605 0.039 -4.538
H -0.292 0.339 -5.671
H 0.141 -1.931 -5.019
H 2.131 -0.364 -4.446
H 2.197 -2.069 -3.668
H 3.436 -0.243 -1.920
H 2.512 0.966 -1.423
H 3.106 0.726 -3.109
H -0.340 -2.832 -3.101
H -1.809 -1.821 -3.393
C 0.504 3.649 -3.723
O 0.982 3.648 -2.397
H -0.498 3.070 -3.525
H 0.893 2.939 -4.213
H 0.302 4.736 -4.133
H 0.353 2.963 -1.914
C 2.428 -1.887 1.203
O 1.109 -1.592 1.631
H 2.306 -2.644 0.429
H 3.074 -2.456 1.932
H 2.965 -0.992 0.890
H 1.144 -0.701 2.134
```